# 1
# C2HN6

A 2-piece molecular cluster, C2HN6 overall (ωB97M-V with the def2-TZVPD basis set, OMol25).

For the frontier orbital gap, the calculation gives 9.41 eV. Its total charge is -1. The energy comes out at -405.2778 hartree. Its HOMO energy is -5.816 eV.

Positions of all 9 atoms, in Å:
C1 -1.864 -0.718 -0.147
C2 0.515 0.269 0.157
N1 -2.269 -1.368 -0.998
N2 1.351 -0.540 0.735
N3 0.982 1.032 -0.810
N4 2.490 -0.268 0.095
N5 2.229 0.677 -0.790
N6 -1.430 0.022 0.785
H1 -2.004 0.894 0.971

Here are the Mulliken charges for atoms 1 to 5, given in e:
1. C 0.446
2. C 0.620
3. N -0.511
4. N -0.292
5. N -0.321

=====

# 2
# C3H3Cl

A 2-piece molecular cluster, C3H3Cl overall (ωB97M-V with the def2-TZVPD basis set, OMol25).

For the frontier orbital gap (alpha / beta), the calculation gives 7.83 / 7.80 eV. Its total charge is 0. The energy comes out at -576.0711 hartree. Its HOMO energy (alpha / beta) is -9.495 / -9.487 eV.

Positions of all 7 atoms, in Å:
C1 1.871 -1.429 -0.089
C2 1.048 -0.612 0.195
C3 -1.250 0.582 0.183
Cl1 -2.392 -0.627 -0.022
H1 2.700 -2.063 -0.249
H2 -1.045 0.914 1.181
H3 -0.964 1.158 -0.675

Here are the Mulliken charges for atoms 1 to 5, given in e:
1. C -0.319
2. C -0.443
3. C -0.248
4. Cl 0.002
5. H 0.368

=====

# 3
# C4H14N2O2

A 2-piece molecular cluster, C4H14N2O2 overall (ωB97M-V with the def2-TZVPD basis set, OMol25).

For the frontier orbital gap, the calculation gives 9.85 eV. As for the SMILES: CCN(C)O.CON. Its total charge is 0. The energy comes out at -420.6395 hartree. Its HOMO energy is -8.953 eV.

Positions of all 22 atoms, in Å:
C1 0.971 0.010 -1.066
C2 0.380 2.465 -1.122
C3 1.770 -0.985 -0.255
N1 0.645 1.363 -0.225
O1 1.793 1.743 0.561
H1 1.628 1.366 1.433
H2 0.052 -0.405 -1.477
H3 1.544 0.378 -1.919
H4 0.254 3.380 -0.541
H5 1.190 2.610 -1.849
H6 -0.546 2.254 -1.654
H7 2.640 -0.514 0.202
H8 1.161 -1.442 0.526
H9 2.139 -1.771 -0.915
C4 -2.614 -2.077 0.797
N2 -0.967 -0.488 1.252
O2 -2.372 -0.714 1.065
H10 -0.739 0.385 0.760
H11 -0.844 -0.289 2.244
H12 -3.683 -2.149 0.613
H13 -2.341 -2.706 1.654
H14 -2.060 -2.414 -0.084

Here are the Mulliken charges for atoms 1 to 5, given in e:
1. C -0.416
2. C -0.945
3. C -1.171
4. N -0.170
5. O -0.480

=====

Listing strongest force on any atom for the structures above in their given order: 5.780 4.400 2.657 eV/A.